(1)
Entry from the OMol25 dataset: a molecular structure, C15H14Cl3N6O4RuS in a non-equilibrium geometry (ωB97M-V/def2-TZVPD).

The geometry in XYZ format:
```
44
Properties=species:S:1:pos:R:3:lowdin_charge:R:1
Ru 0.1941 -0.6693 0.1345 1.349
C -1.9467 0.4749 3.7547 -0.001
C -1.1607 0.4303 2.4917 -0.222
N -0.8783 -0.7003 1.9183 -0.100
N -1.2596 -1.8236 2.5457 0.010
C -0.9564 -2.9241 1.9183 -0.786
N -1.2753 -4.0882 2.4863 0.115
S -0.1691 -2.9764 0.3680 0.816
C -0.5558 1.6086 1.8770 -0.182
C -0.7291 2.9051 2.3416 0.027
C -0.0702 3.9464 1.7091 -0.012
C 0.7400 3.6751 0.6199 -0.010
C 0.8692 2.3619 0.2035 -0.083
N 0.2510 1.3619 0.8242 0.013
H -2.7355 -0.2725 3.7178 0.088
H -2.3825 1.4547 3.9270 0.076
H -1.3065 0.2206 4.6028 0.110
H -1.7017 -4.0936 3.3972 0.120
H -1.0302 -4.9587 2.0498 0.103
H -1.3694 3.0992 3.1879 0.117
H -0.1909 4.9599 2.0665 0.125
H 1.2767 4.4553 0.1011 0.122
H 1.4941 2.0980 -0.6375 0.111
Cl 4.5293 1.3405 0.0273 0.650
C 4.1517 -0.3767 0.2690 -1.525
Cl 4.7771 -1.3454 -1.0617 0.687
Cl 4.7853 -0.9272 1.8048 0.681
C 2.6287 -0.5120 0.2361 -0.763
O 1.9805 -0.0693 -0.7596 -0.118
O 1.9733 -1.0411 1.1679 -0.096
C -2.0613 0.9860 -3.7439 0.016
N -1.1304 -0.0878 -3.4169 -0.035
C -0.5228 -0.8948 -4.3698 -0.012
C 0.3561 -1.8626 -4.0570 0.051
C 0.7578 -2.1047 -2.6689 -0.492
O 1.5868 -2.8887 -2.2704 0.064
N 0.0345 -1.3030 -1.7944 -0.031
C -0.8032 -0.3424 -2.1384 -0.502
O -1.2489 0.2954 -1.1256 -0.047
H -2.4029 0.8486 -4.7658 0.099
H -1.5774 1.9572 -3.6515 0.103
H -2.9147 0.9431 -3.0717 0.102
H -0.8146 -0.6896 -5.3901 0.136
H 0.8077 -2.4708 -4.8251 0.126
```

E_LUMO, Ha: -0.165
Multiplicity: 1
Net charge: +1
E_HOMO, eV: -11.338



(2)
Entry from the OMol25 dataset: a molecular structure, C15H14ClN2O2S2Sn in a non-equilibrium geometry (ωB97M-V/def2-TZVPD).

The geometry in XYZ format:
```
37
Properties=species:S:1:pos:R:3:lowdin_charge:R:1
Sn -0.8697 0.5271 0.7597 1.152
O 1.3163 2.5952 -2.2169 0.123
C 0.4647 2.1882 -1.4733 -0.591
O 0.6576 1.2999 -0.5433 -0.225
C -0.9625 2.7169 -1.5929 -0.197
C -1.2698 3.7066 -2.5155 0.032
C -2.5714 4.1741 -2.5691 -0.018
C -3.5122 3.6482 -1.6936 -0.029
C -3.1186 2.6601 -0.8098 -0.128
N -1.8702 2.2108 -0.7668 -0.066
H -0.4919 4.0776 -3.1655 0.131
H -2.8468 4.9433 -3.2731 0.120
H -4.5311 3.9976 -1.6971 0.114
H -3.8135 2.2103 -0.1086 0.119
C -0.1412 1.2668 5.6833 -0.099
C 0.0378 1.4238 4.2171 -0.766
S 0.4555 0.1142 3.3030 0.755
C -0.1211 2.7550 3.6610 -0.746
C 0.2957 3.9265 4.4725 -0.097
S -0.8272 3.0185 2.1943 0.802
H -0.2265 0.2158 5.9435 0.082
H -1.0318 1.7973 6.0171 0.102
H 0.7088 1.6925 6.2187 0.108
H 1.3000 3.7886 4.8683 0.108
H -0.3672 4.0631 5.3270 0.104
H 0.2613 4.8310 3.8736 0.081
Cl 3.0534 -4.3686 -0.1189 0.732
C 1.4590 -3.7621 0.0521 -0.643
C 0.3620 -4.6027 -0.1005 -0.060
C -0.9034 -4.0727 0.0751 -0.033
C -1.0208 -2.7302 0.3802 -0.175
N 0.0269 -1.9247 0.5098 -0.088
C 1.2451 -2.4188 0.3554 -0.145
H 0.5009 -5.6421 -0.3489 0.118
H -1.7833 -4.6850 -0.0208 0.116
H -1.9932 -2.2655 0.5177 0.083
H 2.0672 -1.7253 0.4644 0.122
```

E_LUMO, Ha: -0.203
Multiplicity: 1
Net charge: +1
E_HOMO, eV: -11.771



(3)
Entry from the OMol25 dataset: a single C15H14F2N2S molecule (ωB97M-V/def2-TZVPD).

The geometry in XYZ format:
```
34
Properties=species:S:1:pos:R:3:lowdin_charge:R:1
F -1.9170 3.1961 -0.4448 0.055
C -0.7624 2.7293 0.0752 -0.285
C 0.1553 2.1297 -0.7659 -0.008
C 1.3316 1.6454 -0.2226 -0.054
C 1.5893 1.7519 1.1386 -0.266
C 0.6510 2.3722 1.9547 -0.056
C -0.5277 2.8675 1.4312 -0.009
H -1.2665 3.3397 2.0584 0.120
H 0.8375 2.4538 3.0147 0.120
C 2.8093 1.1086 1.7342 -0.131
H 3.1578 1.6714 2.6002 0.116
H 3.6151 1.0707 0.9973 0.112
C 2.4659 -0.3233 2.1905 -0.215
N 1.9432 -1.1150 1.1039 -0.019
C 0.6126 -1.1735 0.8242 -0.815
S -0.5279 -0.8429 1.9666 0.745
N 0.3279 -1.6206 -0.4329 0.057
C -0.9020 -1.7090 -1.0895 -0.257
C -1.9735 -0.8674 -0.8025 -0.053
C -3.1493 -0.9717 -1.5204 0.006
C -3.2458 -1.9121 -2.5293 -0.282
C -2.1891 -2.7466 -2.8462 -0.013
C -1.0178 -2.6381 -2.1234 -0.024
H -0.1829 -3.2824 -2.3613 0.111
H -2.2892 -3.4649 -3.6441 0.117
F -4.3933 -2.0143 -3.2331 0.052
H -3.9841 -0.3243 -1.3061 0.122
H -1.8891 -0.1331 -0.0204 0.047
H 1.0903 -2.0633 -0.9320 0.143
H 2.5798 -1.2409 0.3277 0.137
H 3.3566 -0.8172 2.5867 0.118
H 1.6954 -0.2927 2.9631 0.069
H 2.0578 1.1784 -0.8737 0.115
H -0.0588 2.0385 -1.8192 0.121
```

E_LUMO, Ha: 0.015
Multiplicity: 1
Net charge: 0
E_HOMO, eV: -8.131
SMILES: Fc1ccc(CCNC(=S)Nc2ccc(F)cc2)cc1



(4)
Entry from the OMol25 dataset: a molecular structure, C15H14GdN2O5 in a non-equilibrium geometry (ωB97M-V/def2-TZVPD).

The geometry in XYZ format:
```
37
Properties=species:S:1:pos:R:3:lowdin_spin:R:1
Gd 3.0379 0.5660 0.9476 6.763
O 4.6620 0.0773 -2.3048 0.001
C 4.3290 0.2423 -1.2084 -0.014
C 2.8393 1.9087 3.0525 -0.017
O 2.4096 2.4998 3.9487 0.001
C 3.1896 2.8219 -0.0559 -0.012
O 2.8681 3.7721 -0.6290 0.002
C 4.4252 -1.4375 1.8161 -0.014
O 5.0198 -2.3655 2.1701 0.000
H 7.1568 1.5844 0.9369 0.000
H 7.0717 1.8765 1.6292 0.000
C -3.2627 -0.2142 -1.5800 0.003
N -1.8419 0.0489 -1.5454 0.020
N -1.1007 -0.0612 -0.4141 0.049
C 0.1359 0.4037 -0.6902 0.014
O 1.0994 0.3921 0.1786 0.012
C 0.1434 0.8476 -2.0249 -0.003
C -1.1363 0.6820 -2.4990 0.005
C -1.7898 1.0897 -3.7446 0.001
C -1.5374 -0.8505 0.7066 0.054
C -2.2555 -2.0273 0.4709 0.011
C -2.8184 -2.7165 1.5490 0.022
C -2.5015 -2.3386 2.8602 0.062
C -1.7946 -1.1494 3.1091 0.003
C -1.3372 -0.3874 2.0244 0.031
H -3.6742 -0.4818 -0.6063 0.001
H -3.4980 -1.0300 -2.2788 0.001
H -3.7972 0.6918 -1.8936 0.000
H 1.0199 1.1889 -2.5391 0.000
H -2.1831 0.2346 -4.3045 0.001
H -2.6606 1.7099 -3.5071 0.001
H -1.1185 1.6635 -4.3859 0.000
H -2.3946 -2.4033 -0.5510 0.000
H -3.4788 -3.5648 1.3435 0.000
H -2.8176 -2.9833 3.6824 0.002
H -1.5771 -0.8644 4.1471 0.000
H -0.8318 0.5739 2.1897 -0.001
```

⟨S²⟩: 16.1233
E_LUMO (spin up / spin down), Ha: -0.454 / -0.520
Multiplicity: 8
Net charge: +3
E_HOMO (spin up / spin down), eV: -18.003 / -17.195



(5)
Entry from the OMol25 dataset: a molecular structure, C15H14N2O2S2 in a non-equilibrium geometry (ωB97M-V/def2-TZVPD).

The geometry in XYZ format:
```
35
Properties=species:S:1:pos:R:3:lowdin_charge:R:1
C -1.1238 1.6849 4.8797 -0.010
C -1.7690 2.8704 3.9798 -0.159
O -2.5029 2.2821 2.8372 -0.135
C -1.6362 1.8328 1.7125 -0.128
C -0.1984 2.0530 1.4948 -0.037
C 0.4666 1.3259 0.4324 -0.530
C -0.1773 0.6884 -0.5636 -0.334
C -1.8536 0.7180 -0.5669 0.034
C -2.4253 1.1902 0.5562 -0.053
H -3.4318 1.2013 0.8008 0.073
H -2.4771 0.0523 -1.2813 0.119
N 0.2557 0.2249 -1.7869 0.113
C 1.6615 0.6577 -1.5439 -0.497
N 2.5436 0.0383 -2.2769 0.089
C 2.5053 -0.6082 -3.5479 -0.386
O 3.6894 -0.9333 -4.0646 0.018
C 1.3613 -1.2048 -3.7524 -0.144
C 0.8672 -2.2643 -2.7086 -0.405
C 1.3730 -2.9490 -1.8258 -0.307
C 0.7960 -3.8575 -0.9203 -0.064
C -0.6022 -3.5677 -1.2662 -0.632
S -0.8623 -2.7092 -2.4338 1.057
H -1.4386 -4.1719 -0.6079 0.145
H 1.2627 -4.5487 -0.1583 0.118
H 2.3477 -2.9389 -2.0237 0.097
H 0.4286 -0.4758 -3.8695 0.174
H 1.4798 -1.7059 -4.7565 0.156
H 3.3710 0.3756 -2.0685 0.071
S 2.1657 1.1892 0.0632 1.108
H 0.4302 2.2845 2.4208 0.106
H -2.6186 3.2949 4.3673 0.079
H -0.9716 3.5637 3.4619 0.137
H -0.7474 2.1468 5.7078 0.038
H -1.8511 1.1145 5.0550 -0.017
H -0.3180 1.1460 4.2542 0.105
```

E_LUMO, Ha: -0.016
Multiplicity: 1
Net charge: 0
E_HOMO, eV: -7.634



(6)
Entry from the OMol25 dataset: 2 unconnected molecules or ions with the total composition C15H14NO4S in a non-equilibrium geometry (ωB97M-V/def2-TZVPD).

The geometry in XYZ format:
```
35
Properties=species:S:1:pos:R:3:lowdin_charge:R:1
C -7.0119 -0.5799 -1.7035 -0.098
C -5.5177 -0.5582 -1.6092 -0.330
C -4.8006 -1.7653 -1.5540 -0.094
C -3.4310 -1.7808 -1.4167 -0.037
C -2.6700 -0.5588 -1.3177 -0.437
O -1.4078 -0.5576 -1.0758 -0.135
C -3.4296 0.6620 -1.4309 -0.035
C -4.7995 0.6490 -1.5637 -0.094
H -7.4111 0.4354 -1.7251 0.060
H -7.3506 -1.1037 -2.6039 0.065
H -7.4464 -1.1042 -0.8454 0.067
H -5.3465 -2.7107 -1.6203 0.099
H -2.8721 -2.7125 -1.3407 0.098
H -2.8689 1.5933 -1.3671 0.099
H -5.3458 1.5931 -1.6353 0.094
C 7.0252 0.2534 0.5529 -0.063
C 5.5573 0.3998 0.8337 -0.283
C 5.0337 -0.0854 2.0353 -0.046
C 3.6781 0.0401 2.3235 -0.050
C 2.8393 0.6735 1.4031 -0.279
S 1.1453 0.9724 1.8719 0.680
N 0.2845 0.0007 0.6875 -0.006
C -0.8467 -0.5057 0.8826 -0.403
O -1.8036 -0.9575 1.4082 0.137
O 0.9480 0.3932 3.1723 -0.317
O 0.8248 2.3403 1.5807 -0.301
C 3.3417 1.1624 0.1965 -0.043
C 4.6989 1.0204 -0.0811 -0.038
H 7.2766 0.6884 -0.4180 0.071
H 7.6250 0.7547 1.3233 0.081
H 7.3243 -0.8024 0.5479 0.081
H 5.6976 -0.5594 2.7612 0.114
H 3.2710 -0.3432 3.2563 0.110
H 2.6767 1.6454 -0.5145 0.123
H 5.1118 1.4076 -1.0140 0.110
```

E_LUMO, Ha: 0.092
Multiplicity: 1
Net charge: -1
E_HOMO, eV: -3.415



no.,electronic energy (eV)
1,-83892.820
2,-62876.303
3,-35033.127
4,-49802.777
5,-44517.214
6,-36298.046